{
  "formula": "C4H8N2O",
  "method": "the ωB97M-V functional and the def2-TZVPD basis",
  "symbols": ["N", "C", "O", "C", "N", "C", "C", "H", "H", "H", "H", "H", "H", "H", "H"],
  "xyz": [[1.709280, 0.494813, -1.098693], [1.815412, -0.524224, -0.206843], [2.835639, -1.154233, 0.000862], [0.513821, -0.839329, 0.546869], [-0.558956, -0.096205, -0.015475], [-1.341350, 1.032424, 0.277044], [-1.901503, -0.223136, -0.404797], [2.525386, 0.808075, -1.596598], [0.838675, 0.992598, -1.174602], [0.324568, -1.908610, 0.421140], [0.682138, -0.651213, 1.616861], [-1.592315, 1.244031, 1.325463], [-1.163542, 1.940335, -0.305537], [-2.659364, -0.762362, 0.167942], [-2.018602, -0.335268, -1.489512]],
  "forces_ev_per_angstrom": [[0.243, -0.018, 0.087], [0.200, -0.097, 0.119], [-0.165, 0.170, -0.044], [0.003, -0.085, 0.039], [0.235, 0.079, -0.295], [-0.084, 0.178, -0.074], [-0.251, -0.014, 0.014], [-0.010, -0.099, 0.095], [0.091, -0.164, -0.081], [0.064, 0.090, 0.062], [-0.011, -0.013, -0.126], [-0.256, -0.247, -0.306], [-0.045, -0.116, 0.033], [0.359, -0.161, 0.175], [-0.374, 0.497, 0.302]],
  "smiles": "NC(=O)CN1CC1",
  "relative_energy_kcal_mol": 54.26,
  "e_tot_ev": -9304.040,
  "max_force_ha_per_bohr": 0.013,
  "total_charge": 0
}

{
  "formula": "C4H8N2O",
  "method": "the ωB97M-V functional and the def2-TZVPD basis",
  "symbols": ["C", "C", "O", "C", "N", "C", "N", "H", "H", "H", "H", "H", "H", "H", "H"],
  "xyz": [[1.766911, -0.027613, 0.456915], [0.819146, -0.364911, -0.674823], [0.143160, -1.632884, -0.373003], [-1.002061, -0.955754, -0.044059], [-1.983548, -1.271905, 0.671906], [-0.567008, 0.340677, -0.675396], [-0.763815, 1.567650, 0.039386], [1.188575, 0.291254, 1.329155], [2.455595, 0.778486, 0.191117], [2.357772, -0.905087, 0.744807], [1.269622, -0.377254, -1.666774], [-1.876195, -2.217967, 1.037372], [-0.949117, 0.384665, -1.704313], [-1.241977, 2.261015, -0.520758], [-1.313552, 1.404158, 0.874875]],
  "forces_ev_per_angstrom": [[-0.047, 0.093, -0.007], [0.237, 0.216, -0.144], [-0.130, -0.060, 0.014], [-0.475, 0.015, 0.304], [0.329, -0.054, -0.219], [0.040, -0.058, -0.077], [-0.157, 0.070, 0.044], [0.115, -0.007, -0.052], [-0.162, -0.037, -0.016], [-0.134, 0.124, -0.213], [0.257, -0.298, 0.131], [-0.075, -0.004, -0.036], [0.129, 0.038, 0.204], [0.051, -0.082, 0.093], [0.023, 0.047, -0.025]],
  "relative_energy_kcal_mol": 40.95,
  "e_tot_ev": -9304.617,
  "max_force_ha_per_bohr": 0.011,
  "total_charge": 0
}

{
  "formula": "C4H8N2O",
  "method": "the ωB97M-V functional and the def2-TZVPD basis",
  "symbols": ["N", "C", "C", "C", "O", "C", "N", "H", "H", "H", "H", "H", "H", "H", "H"],
  "xyz": [[1.509880, 0.298670, -1.292444], [0.655920, -0.326615, -0.339301], [-0.829459, -0.537922, -0.714142], [-1.410724, 0.171044, 0.439386], [-0.152503, 1.482423, 1.344078], [1.162287, -1.393156, 0.461883], [1.491738, -2.218164, 1.217400], [1.283025, 0.112833, -2.263597], [1.645882, 1.290510, -1.151612], [0.506546, 0.871454, 0.812625], [-1.136162, -1.592319, -0.775322], [-1.057692, -0.043158, -1.662116], [-1.566242, -0.400339, 1.349247], [-2.041186, 1.041127, 0.311384], [-0.037101, 1.249325, 2.282904]],
  "forces_ev_per_angstrom": [[0.016, 0.144, -0.111], [0.008, -0.226, 0.075], [-0.063, 0.083, -0.019], [-0.176, -0.114, -0.062], [-0.023, -0.106, 0.213], [0.277, -0.499, 0.545], [-0.304, 0.670, -0.688], [0.056, -0.022, 0.132], [0.020, -0.123, -0.107], [-0.022, -0.102, 0.017], [0.080, 0.218, 0.123], [0.060, -0.024, 0.181], [0.073, 0.114, -0.105], [0.050, -0.092, 0.034], [-0.053, 0.079, -0.228]],
  "relative_energy_kcal_mol": 128.72,
  "e_tot_ev": -9300.811,
  "max_force_ha_per_bohr": 0.020,
  "total_charge": 0
}

{
  "formula": "C4H8N2O",
  "method": "the ωB97M-V functional and the def2-TZVPD basis",
  "symbols": ["C", "C", "C", "C", "H", "H", "H", "H", "H", "H", "H", "H", "N", "N", "O"],
  "xyz": [[0.865708, 0.463596, -0.877294], [-0.305743, 0.584834, 0.309746], [-0.125873, -0.114175, 1.677676], [-1.282897, -1.065370, 1.332607], [1.770621, -1.342282, -1.869745], [-0.174182, -1.092870, -1.184898], [-0.569993, 1.562125, 0.268100], [1.134686, -0.348227, 2.029344], [-0.690598, 0.799310, 2.623999], [-0.877150, -2.199710, 1.113106], [-2.169390, -0.841348, 2.257049], [-2.462605, 0.080551, -0.210165], [0.676743, -0.650122, -1.606292], [-1.449126, -0.263084, 0.004948], [1.817267, 1.320199, -1.059225]],
  "forces_ev_per_angstrom": [[2.949, 3.010, 0.751], [1.366, -1.630, -1.894], [2.181, 3.597, 3.171], [-0.503, -0.543, 0.796], [-4.910, 3.069, 1.017], [0.952, -0.569, -0.827], [-0.364, 3.204, 0.505], [-4.325, 0.301, -0.978], [2.299, -2.827, -2.802], [-1.726, 2.635, 0.821], [2.350, -1.572, -3.227], [2.895, -0.370, 0.622], [3.457, -3.053, -0.364], [-2.731, -1.966, 1.168], [-3.889, -3.286, 1.243]],
  "relative_energy_kcal_mol": 153.19,
  "e_tot_ev": -9299.750,
  "max_force_ha_per_bohr": 0.114,
  "total_charge": 0
}

{
  "formula": "C4H8N2O",
  "method": "the ωB97M-V functional and the def2-TZVPD basis",
  "symbols": ["C", "C", "O", "C", "N", "C", "N", "H", "H", "H", "H", "H", "H", "H", "H"],
  "xyz": [[-0.984957, -0.734450, -0.958784], [-0.156186, -0.554526, 0.320229], [0.869384, -1.507028, 0.406194], [0.481717, 0.832491, 0.389573], [1.423466, 0.971897, -0.716049], [-1.016496, -0.663935, 1.511379], [-1.705666, -0.674436, 2.438644], [-1.360703, -1.759478, -0.991325], [-0.339678, -0.559396, -1.825547], [-1.834828, -0.043372, -0.989949], [1.550418, -1.168729, -0.205288], [0.827009, 1.165571, 1.360518], [-0.480760, 1.606630, 0.169585], [2.244257, 1.518099, -0.426157], [0.439096, 1.657194, -0.678376]],
  "forces_ev_per_angstrom": [[-0.001, -0.043, 0.002], [-0.226, 0.003, 0.276], [0.261, 0.004, -0.132], [-2.631, 0.673, 1.430], [-1.788, 1.941, -0.458], [-0.724, -0.282, 0.920], [0.598, 0.016, -0.836], [0.042, 0.138, -0.002], [-0.099, -0.035, 0.166], [0.144, -0.106, 0.041], [-0.075, -0.131, 0.073], [0.085, -0.397, 0.327], [0.990, -1.592, 1.413], [-0.676, -0.088, -0.041], [4.100, -0.102, -3.180]],
  "relative_energy_kcal_mol": 104.32,
  "e_tot_ev": -9301.869,
  "max_force_ha_per_bohr": 0.101,
  "total_charge": 0
}

{
  "formula": "C4H8N2O",
  "method": "the ωB97M-V functional and the def2-TZVPD basis",
  "symbols": ["C", "C", "C", "N", "C", "O", "N", "H", "H", "H", "H", "H", "H", "H", "H"],
  "xyz": [[-1.204976, -1.243566, 0.499160], [-0.270450, -0.098942, 0.161948], [-0.672985, 0.905350, -0.836340], [-0.305425, 1.311171, 0.551727], [1.188840, -0.530624, -0.056882], [1.463810, -1.679744, -0.356488], [2.103775, 0.471164, 0.005990], [-2.069052, -1.242916, -0.171710], [-0.652400, -2.172255, 0.322185], [-1.558808, -1.228749, 1.531579], [-0.033664, 1.223127, -1.640498], [-1.752071, 0.882537, -1.033295], [-1.138156, 1.873010, 0.576504], [1.826124, 1.326002, 0.467282], [3.075445, 0.204435, -0.021163]],
  "forces_ev_per_angstrom": [[-0.089, 0.034, 0.120], [-0.062, -0.262, -0.410], [0.336, -0.550, -0.889], [0.182, 0.875, -1.131], [0.015, -0.154, 0.081], [-0.088, 0.333, 0.137], [0.037, -0.126, 0.208], [0.057, 0.037, 0.199], [-0.144, 0.177, 0.096], [0.109, 0.064, -0.032], [0.198, -0.079, -0.247], [0.432, 0.245, -0.145], [-0.857, -0.520, 2.174], [0.006, -0.083, -0.112], [-0.130, 0.010, -0.051]],
  "smiles": "C[C@@]1(C(N)=O)CN1",
  "relative_energy_kcal_mol": 50.03,
  "e_tot_ev": -9304.224,
  "max_force_ha_per_bohr": 0.047,
  "total_charge": 0
}

{
  "formula": "C4H8N2O",
  "method": "the ωB97M-V functional and the def2-TZVPD basis",
  "symbols": ["O", "C", "N", "C", "C", "C", "N", "H", "H", "H", "H", "H", "H", "H", "H"],
  "xyz": [[2.634610, -0.556885, 0.248669], [1.491683, -0.391406, -0.123859], [0.768177, -1.534309, -0.633858], [-0.068650, -1.678568, -1.646325], [-1.301541, 0.305887, 1.062414], [-0.575675, 1.102249, -0.015903], [0.857553, 0.811343, -0.109075], [1.148943, -2.378956, -0.214346], [-0.259888, -0.656945, -2.031432], [-1.287973, -0.763606, 0.836829], [-0.842017, 0.464540, 2.043596], [-2.348583, 0.617603, 1.117187], [-0.637910, 2.169795, 0.214091], [-1.062504, 0.965183, -0.987326], [1.483771, 1.524073, 0.239332]],
  "forces_ev_per_angstrom": [[-0.417, 0.028, -0.124], [0.215, 0.184, 0.039], [-0.143, -0.285, -0.265], [0.301, 0.378, 0.332], [-0.032, -0.077, 0.030], [-0.139, 0.030, -0.044], [0.224, -0.117, 0.007], [-0.054, 0.057, -0.016], [-0.002, -0.106, 0.050], [-0.015, 0.144, 0.086], [-0.052, -0.022, -0.146], [0.125, -0.007, -0.011], [0.000, -0.139, -0.068], [0.105, 0.007, 0.167], [-0.116, -0.074, -0.038]],
  "relative_energy_kcal_mol": 66.01,
  "e_tot_ev": -9303.531,
  "max_force_ha_per_bohr": 0.011,
  "total_charge": 0
}

{
  "formula": "C4H8N2O",
  "method": "the ωB97M-V functional and the def2-TZVPD basis",
  "symbols": ["C", "C", "C", "C", "H", "H", "H", "H", "H", "H", "H", "H", "N", "N", "O"],
  "xyz": [[0.450382, 2.109076, 0.187924], [1.229414, -0.016359, -0.780766], [1.301491, -1.350441, -0.438806], [0.417293, -1.382410, 0.693029], [-1.986093, -0.528893, -0.649126], [-2.945370, -0.377284, 0.428105], [1.262624, 2.361492, 0.850629], [-0.536624, 2.453055, 0.500598], [0.635372, 2.514554, -0.790777], [1.597513, 0.411501, -1.725058], [1.788002, -2.106089, -1.054186], [0.142883, -2.209906, 1.279667], [0.419005, 0.613158, 0.043521], [-0.070007, -0.196981, 0.985311], [-2.849097, -0.198859, -0.501243]],
  "forces_ev_per_angstrom": [[-0.905, -1.683, -0.177], [1.189, -1.186, -2.414], [-1.028, 0.622, 0.338], [1.065, -0.269, -1.067], [1.505, -0.457, -0.519], [-0.300, 0.054, 0.675], [-0.023, 0.268, 0.370], [0.287, -0.057, 0.304], [0.171, 0.119, -0.395], [-0.021, 0.170, 0.894], [-0.232, 0.075, 0.640], [-0.282, -0.861, 0.623], [-0.094, 2.487, 0.518], [-0.124, 0.268, 0.380], [-1.208, 0.450, -0.168]],
  "smiles": "Cn1cccn1.O",
  "relative_energy_kcal_mol": 43.33,
  "e_tot_ev": -9304.514,
  "max_force_ha_per_bohr": 0.057,
  "total_charge": 0
}

What is the formula in the fourth record? C4H8N2O

Number 6 is which compound? C4H8N2O